Here is the molecule C4H2O2 from the OMol25 dataset. Energies are from ωB97M-V with the def2-TZVPD basis set.

```
8
Properties=species:S:1:pos:R:3:forces:R:3:mulliken_charge:R:1
O 1.040 -1.290 2.392 -0.3 -0.3 -0.5 -0.39
C 0.281 -1.378 1.489 0.3 -0.1 0.7 0.31
C -0.498 -0.074 -0.097 0.1 0.0 -0.2 -0.57
O 0.580 -0.754 0.253 -0.2 0.4 0.0 -0.13
C -0.222 0.875 -1.107 -0.2 0.3 -0.3 -0.06
C -0.236 1.822 -1.863 0.0 -0.4 0.2 0.09
H -0.707 -1.855 1.465 0.1 0.0 0.0 0.35
H -0.238 2.654 -2.532 0.0 -0.1 0.1 0.39
```
Positions in Å, forces in eV/Å.

As for the energy above the lowest of the compared OMol25 structures with the same formula, charge and spin: 217.6 kJ/mol. The calculation puts the HOMO energy at -9.4 eV. The multiplicity is 1. As for the orbital gap: 0.3133 Ha.